No. 1
Here is a molecular structure, C8H22ClN2O5PS3 at a distorted geometry from the Open Molecules 2025 dataset. Energies are from ωB97M-V/def2-TZVPD.

Last column: Mulliken charge in e.
Element x y z (Å)
O 0.879 -1.043 5.671  -0.503
S 0.568 -0.295 4.450  1.005
O -0.026 1.051 4.687  -0.585
Cl 2.447 0.099 3.601  -0.294
N -0.346 -1.104 3.306  -0.242
S -1.795 -1.567 4.006  0.862
O -2.644 -2.288 3.020  -0.620
O -1.572 -2.418 5.198  -0.614
P -3.015 0.164 4.554  0.217
S -3.553 1.091 2.905  -0.419
H -4.203 -0.335 5.150  0.118
H -2.316 0.995 5.462  0.116
C 0.270 2.563 -2.121  -1.351
C 1.125 1.446 -1.558  -0.393
N 0.374 0.423 -0.740  0.035
C -0.192 1.123 0.471  -1.012
C 1.341 -0.588 -0.166  -0.032
C 2.073 -1.483 -1.150  -1.318
C -0.816 -0.206 -1.444  -0.778
C -0.583 -0.875 -2.791  -0.411
O -0.123 0.051 -3.758  -0.304
C 0.793 -0.482 -4.706  -0.725
H -0.176 3.175 -1.338  0.371
H 0.905 3.222 -2.714  0.438
H -0.522 2.208 -2.775  0.273
H 1.881 1.865 -0.893  0.566
H 1.648 0.924 -2.352  0.259
H 0.621 1.610 1.002  0.346
H -0.664 0.373 1.106  0.455
H -0.933 1.848 0.150  0.451
H 0.778 -1.197 0.541  0.277
H 2.065 0.000 0.397  0.336
H 1.470 -2.343 -1.435  0.364
H 2.954 -1.894 -0.657  0.435
H 2.416 -0.970 -2.047  0.249
H -1.541 0.596 -1.564  0.473
H -1.223 -0.932 -0.741  0.420
H -1.557 -1.251 -3.127  0.370
H 0.070 -1.739 -2.709  0.288
H 0.799 -1.573 -4.720  0.356
H 1.801 -0.121 -4.476  0.251
H 0.519 -0.118 -5.696  0.268

Summary:
HOMO   -8.2 eV
Gap between HOMO and LUMO   8.097 eV
E_tot   -76183.7732 eV

=====

No. 2
Here is a molecular structure, C17H25AuF5NO3P2 at a distorted geometry from the Open Molecules 2025 dataset. Energies are from ωB97M-V/def2-TZVPD.

Last column: Mulliken charge in e.
Element x y z (Å)
C -2.375 -1.874 -3.424  -1.080
C -1.438 -1.583 -2.397  0.849
N -1.566 -0.401 -1.722  0.140
C -2.693 0.287 -1.735  0.472
C -3.708 -0.040 -2.633  -0.872
C -3.537 -1.129 -3.492  -0.334
C -0.641 -2.614 -1.842  -1.306
P 0.429 -2.294 -0.456  0.607
Au 0.097 -0.023 0.064  0.947
P -1.322 1.931 0.052  0.591
C -2.879 1.386 -0.707  -1.112
O 1.855 -1.599 -4.654  -0.684
O 3.629 -0.315 -2.191  -0.591
H -2.178 -2.725 -4.076  0.382
H -4.630 0.531 -2.617  0.417
H -4.293 -1.365 -4.246  0.388
C -0.452 -3.450 0.614  -1.449
C 2.164 -2.841 -0.385  -1.041
H -3.361 2.268 -1.139  0.536
H -3.522 1.056 0.122  0.427
H 1.586 -1.985 -3.787  0.329
H -0.398 -3.446 -2.498  0.360
C -1.674 2.652 1.653  -1.217
C -0.740 3.257 -1.048  -1.419
H 1.169 1.057 -0.626  0.477
H 4.211 0.464 -2.069  0.288
H 3.233 -0.211 -3.081  0.315
H 1.169 -0.932 -4.852  0.322
H -1.126 -0.579 1.026  -0.280
H 1.014 1.800 -0.512  -0.560
H -0.288 -4.471 0.250  0.450
H -0.097 -3.326 1.636  0.415
H -1.521 -3.223 0.536  0.331
H 2.290 -3.864 -0.775  0.408
H 2.820 -2.138 -0.921  0.164
H 2.445 -2.835 0.682  0.346
H -1.438 4.105 -1.053  0.431
H 0.230 3.599 -0.666  0.492
H -0.624 2.900 -2.081  0.394
H -2.263 3.575 1.565  0.449
H -2.213 1.923 2.270  0.346
H -0.708 2.879 2.125  0.270
F 2.551 2.141 6.800  -0.287
C 2.409 1.680 5.546  0.592
C 1.176 1.170 5.131  0.021
F 0.125 1.180 5.981  -0.293
C 1.044 0.651 3.863  0.390
F -0.152 0.147 3.471  -0.315
C 2.123 0.628 2.918  -0.026
O 1.999 0.179 1.741  -0.428
C 3.365 1.180 3.395  0.326
F 4.417 1.203 2.553  -0.287
C 3.499 1.684 4.670  0.192
F 4.683 2.177 5.097  -0.280

Summary:
HOMO (spin up / spin down)   -5.9 / -6.2 eV
Relative energy (zero: lowest compared OMol25 entry of this formula, charge and spin)   87.17 kJ/mol
⟨S²⟩   2.04
Gap between HOMO and LUMO (spin up / spin down)   6.124 / 3.182 eV
Spin multiplicity   3
E_tot   -61517.1929 eV

=====

No. 3
Here is 2 unconnected molecules or ions with the total composition C32H61BN4O4 at a distorted geometry from the Open Molecules 2025 dataset. Energies are from ωB97M-V/def2-TZVPD.

Last column: Mulliken charge in e.
Element x y z (Å)
C -4.878 1.136 1.327  -1.034
C -4.455 -0.388 1.027  -0.009
C -5.080 -1.337 2.187  -0.544
C -4.887 -2.891 1.825  -1.131
C -3.356 -3.283 1.443  -0.635
C -2.463 -3.281 2.811  0.550
C -1.738 -4.696 3.043  -0.868
C -0.143 -4.635 3.212  -1.096
C 0.596 -3.553 2.311  1.023
C 0.887 -2.076 2.825  0.251
C 0.394 -1.660 4.312  -0.781
B -0.465 -0.283 4.342  0.516
O -0.694 0.523 5.526  -0.546
O -1.081 0.137 3.095  -0.533
N 1.553 -1.079 2.093  -1.098
N 2.001 -1.416 0.882  0.348
C 1.890 -2.649 0.147  0.103
C 2.554 -2.757 -1.315  -0.582
C 2.140 -1.485 -2.216  -0.447
C 1.274 -1.986 -3.474  -0.461
C 1.261 -0.793 -4.554  -0.401
N -0.137 -0.656 -5.074  -0.380
C -0.972 0.022 -4.041  0.488
C -0.684 1.512 -3.519  -0.721
O -1.929 -0.639 -3.528  -0.605
C 1.148 -3.844 0.851  0.339
C 0.994 -5.274 0.156  0.115
C -0.554 -5.791 0.096  -1.087
C 1.875 -6.442 0.896  -0.799
C 2.974 -5.860 1.915  -0.808
H -5.273 1.164 2.409  0.297
H -3.952 1.801 1.286  0.251
H -5.668 1.430 0.554  0.287
H -3.312 -0.546 1.093  -0.027
H -4.789 -0.771 -0.010  0.324
H -4.585 -1.166 3.209  0.209
H -6.202 -1.105 2.206  0.379
H -5.273 -3.530 2.710  0.296
H -5.620 -3.118 0.960  0.381
H -3.427 -4.331 0.974  0.396
H -2.907 -2.602 0.646  0.359
H -3.244 -3.145 3.656  0.443
H -1.782 -2.368 2.869  -0.656
H -2.100 -5.448 2.244  0.372
H -2.154 -5.117 4.039  0.336
H 0.097 -4.555 4.331  0.547
H 0.263 -5.669 2.887  0.069
H -0.096 -2.536 4.851  0.223
H 1.375 -1.442 4.891  0.332
H -1.149 0.004 6.226  0.308
H -1.799 0.785 3.276  0.287
H 2.518 -0.666 0.378  0.336
H 2.402 -3.767 -1.813  0.302
H 3.695 -2.662 -1.132  0.320
H 1.650 -0.650 -1.604  0.241
H 3.105 -1.020 -2.655  0.295
H 1.752 -2.960 -3.848  0.296
H 0.231 -2.252 -3.085  0.257
H 1.638 0.164 -4.025  0.053
H 2.039 -1.000 -5.381  0.317
H -0.521 -1.619 -5.111  0.370
H 0.080 1.963 -4.260  0.279
H -0.283 1.537 -2.447  0.115
H -1.655 2.115 -3.625  0.384
H 1.350 -5.297 -0.938  0.287
H -0.666 -6.463 -0.821  0.443
H -0.739 -6.449 1.020  0.212
H -1.292 -4.913 0.122  0.049
H 1.223 -7.200 1.449  0.338
H 2.448 -7.036 0.090  0.352
H 2.437 -5.600 2.888  0.152
H 3.567 -4.998 1.460  0.206
H 3.729 -6.717 2.102  0.386
C 3.231 5.232 -2.965  -1.717
C 2.426 5.014 -1.667  1.647
C 2.946 5.967 -0.568  -1.363
C 2.603 7.441 -0.769  -0.625
C 1.319 7.666 -1.562  -1.361
C 0.328 6.480 -1.543  1.677
N 1.027 5.289 -2.037  0.468
O 0.229 4.178 -2.084  -0.672
C -0.800 6.842 -2.533  -1.912
C -0.292 6.344 -0.139  -1.641
C 2.736 3.585 -1.169  -1.678
H 2.908 4.542 -3.748  0.356
H 4.303 5.066 -2.802  0.367
H 3.113 6.247 -3.353  0.347
H 2.544 5.653 0.402  0.337
H 4.035 5.871 -0.468  0.563
H 2.522 7.919 0.214  0.332
H 3.429 7.948 -1.279  0.337
H 0.832 8.579 -1.202  0.518
H 1.596 7.880 -2.601  0.332
H -0.417 6.904 -3.557  0.417
H -1.240 7.814 -2.286  0.398
H -1.610 6.107 -2.519  0.347
H -0.800 7.273 0.147  0.385
H 0.447 6.131 0.637  0.318
H -1.043 5.549 -0.104  0.341
H 3.808 3.469 -0.973  0.370
H 2.468 2.824 -1.906  0.135
H 2.209 3.363 -0.236  0.402

Summary:
HOMO   -3.8 eV
Gap between HOMO and LUMO   1.748 eV
E_tot   -48990.5505 eV

=====

No. 4
Here is 2 unconnected molecules or ions with the total composition C5H7NS2 at a distorted geometry from the Open Molecules 2025 dataset. Energies are from ωB97M-V/def2-TZVPD.

Last column: Mulliken charge in e.
Element x y z (Å)
C 0.628 -2.020 -0.360  -1.213
C -0.169 -0.984 -0.324  0.745
C 0.023 0.017 0.773  -0.519
C 0.515 -0.593 1.922  -0.549
C -1.445 0.409 -2.008  -0.120
H 0.492 -2.871 -0.999  0.256
H 1.370 -2.148 0.342  0.352
H 0.565 0.831 0.395  0.477
H -0.822 0.520 1.062  0.496
H -0.268 -1.183 2.552  0.279
H -1.070 -1.735 -2.450  0.354
H -2.030 0.086 -2.855  0.275
N -1.210 -0.777 -1.356  -0.418
S 1.932 -0.088 2.636  -0.156
S -1.124 2.023 -1.923  -0.257

Summary:
HOMO   -8.8 eV
Relative energy (zero: lowest compared OMol25 entry of this formula, charge and spin)   438.62 kJ/mol
Gap between HOMO and LUMO   8.051 eV
E_tot   -28454.3209 eV

=====

No. 5
Here is 14 unconnected molecules or ions with the total composition C35H68Cl26O3 at a distorted geometry from the Open Molecules 2025 dataset. Energies are from ωB97M-V/def2-TZVPD.

Last column: Mulliken charge in e.
Element x y z (Å)
C 3.407 -2.540 0.115  -1.228
C 3.773 -1.077 0.346  0.699
C 2.989 -0.051 -0.482  -0.754
C 1.543 -0.403 -0.776  -1.437
C 0.640 -0.364 0.445  -0.273
C -0.309 -1.576 0.543  -1.149
C -1.731 -1.256 0.187  0.137
C -2.799 -1.849 1.168  -0.587
O -3.839 -2.308 0.323  -0.289
C -3.547 -1.813 -0.919  0.734
O -4.344 -1.421 -1.708  -0.657
O -2.208 -1.879 -1.033  -0.419
H 3.811 -3.107 0.947  0.416
H 2.345 -2.739 0.109  0.274
H 3.900 -2.920 -0.765  0.123
H 3.704 -0.861 1.402  0.025
H 4.803 -0.975 0.053  0.019
H 2.968 0.863 0.101  -0.144
H 3.504 0.217 -1.396  0.398
H 1.502 -1.355 -1.290  0.691
H 1.184 0.323 -1.493  0.746
H 1.195 -0.265 1.369  0.544
H 0.001 0.508 0.361  0.185
H -0.336 -1.968 1.541  0.370
H 0.043 -2.349 -0.125  0.377
H -2.014 -0.208 0.123  0.435
H -2.373 -2.658 1.742  0.479
H -3.149 -1.049 1.807  0.248
Cl 6.031 -3.245 -2.892  -0.209
C 6.965 -1.749 -3.145  -0.511
C 8.110 -1.625 -2.172  -0.356
Cl 7.551 -1.344 -0.501  -0.097
H 6.280 -0.908 -3.065  0.297
H 7.351 -1.785 -4.162  0.382
H 8.731 -0.771 -2.445  0.235
H 8.732 -2.512 -2.173  0.181
Cl -5.513 -4.399 -4.912  -0.237
C -6.128 -3.129 -3.816  0.992
C -7.497 -3.438 -3.286  0.461
Cl -8.758 -3.352 -4.555  -0.228
H -6.114 -2.187 -4.356  -0.386
H -5.427 -3.060 -2.990  -0.297
H -7.762 -2.699 -2.529  -0.549
H -7.534 -4.431 -2.838  0.210
Cl 6.495 -1.115 2.224  -0.207
C 6.307 0.471 3.016  0.315
C 5.991 0.343 4.480  0.043
Cl 4.359 -0.328 4.759  -0.176
H 5.528 1.017 2.486  -0.085
H 7.247 1.005 2.889  -0.084
H 6.014 1.326 4.944  -0.130
H 6.709 -0.296 4.988  0.350
Cl 0.334 -1.341 -3.998  -0.146
C -1.033 -1.993 -4.929  -0.522
C -1.627 -3.199 -4.252  0.464
Cl -0.529 -4.604 -4.296  -0.209
H -0.689 -2.228 -5.933  0.405
H -1.777 -1.201 -4.997  0.236
H -2.542 -3.492 -4.764  0.147
H -1.865 -2.992 -3.213  -0.303
Cl -6.417 0.068 -5.512  -0.202
C -8.180 0.313 -5.358  0.097
C -8.777 0.899 -6.608  -0.513
Cl -8.241 2.581 -6.864  -0.195
H -8.356 0.952 -4.497  0.048
H -8.621 -0.663 -5.158  -0.008
H -9.862 0.916 -6.525  0.366
H -8.507 0.322 -7.488  0.359
Cl -8.992 -1.194 -1.161  -0.203
C -8.590 0.537 -1.004  -0.432
C -9.817 1.410 -1.057  -0.489
Cl -10.569 1.421 -2.673  -0.165
H -7.884 0.789 -1.792  0.238
H -8.092 0.661 -0.044  0.388
H -9.543 2.438 -0.827  0.322
H -10.567 1.085 -0.341  0.355
Cl 3.338 3.327 1.938  -0.077
C 2.302 4.580 1.199  -0.713
C 0.969 4.031 0.761  0.218
Cl 1.136 2.937 -0.647  -0.154
H 2.847 5.018 0.367  0.383
H 2.149 5.348 1.955  0.368
H 0.322 4.847 0.441  0.394
H 0.483 3.509 1.594  -0.393
Cl -2.370 3.091 -5.257  -0.206
C -4.117 3.432 -5.140  -0.113
C -4.661 4.072 -6.389  -0.242
Cl -4.053 5.733 -6.621  -0.199
H -4.277 4.063 -4.269  0.342
H -4.616 2.478 -4.975  -0.014
H -5.745 4.136 -6.321  0.088
H -4.406 3.495 -7.274  0.333
Cl -6.328 -5.943 2.356  -0.198
C -6.234 -4.447 1.388  -0.244
C -7.158 -4.481 0.200  -0.068
Cl -6.633 -5.665 -1.027  -0.190
H -5.202 -4.307 1.083  0.068
H -6.515 -3.626 2.045  0.352
H -7.167 -3.504 -0.282  -0.023
H -8.175 -4.730 0.493  0.399
Cl 0.159 -0.112 5.002  -0.160
C -0.788 1.273 5.582  -0.216
C -1.214 2.195 4.467  -0.390
Cl 0.169 3.066 3.750  -0.206
H -0.189 1.794 6.322  0.110
H -1.668 0.868 6.078  0.270
H -1.892 2.947 4.866  0.377
H -1.723 1.661 3.667  0.144
Cl 8.471 2.946 3.566  -0.174
C 8.341 4.557 4.326  -0.459
C 8.029 4.479 5.797  -0.480
Cl 6.379 3.883 6.108  -0.174
H 7.582 5.118 3.787  0.296
H 9.301 5.049 4.182  0.323
H 8.093 5.473 6.235  0.333
H 8.726 3.827 6.317  0.315
Cl 11.207 -2.872 -2.194  -0.186
C 12.143 -1.376 -2.446  -0.396
C 13.286 -1.249 -1.474  -0.447
Cl 12.720 -0.973 0.192  -0.173
H 11.458 -0.535 -2.367  0.282
H 12.528 -1.411 -3.464  0.335
H 13.903 -0.395 -1.747  0.295
H 13.908 -2.140 -1.476  0.318
Cl 1.069 0.853 8.719  -0.161
C 0.405 2.266 9.580  -0.531
C -0.959 1.997 10.161  -0.400
Cl -2.210 1.812 8.903  -0.171
H 0.383 3.102 8.885  0.337
H 1.102 2.502 10.381  0.342
H -1.262 2.835 10.785  0.306
H -0.960 1.096 10.769  0.314

Summary:
HOMO   -10.0 eV
Gap between HOMO and LUMO   10.045 eV
E_tot   -369126.3996 eV